(1)
{
  "formula": "C4H13N2O",
  "method": "ωB97M-V/def2-TZVPD",
  "elements": ["C", "C", "C", "C", "N", "N", "H", "H", "H", "H", "H", "H", "H", "H", "H", "H", "H", "H", "H", "O"],
  "coordinates": [[-0.8155, 0.2088, -1.2734], [-0.0950, 1.2344, -0.4351], [0.7053, 0.8050, 0.7235], [1.4539, 1.6639, 1.4599], [0.9803, -0.5671, 0.8854], [0.2393, -0.7488, -1.7858], [-1.5055, -0.3321, -0.6051], [-1.4291, 0.6587, -2.0652], [-0.8188, 1.9826, -0.0778], [0.4769, 1.8499, -1.1407], [1.2409, 2.7534, 1.3612], [1.9655, 1.5820, 2.3915], [1.6210, -0.9410, 1.6081], [0.8422, -1.0023, -0.9662], [0.2133, -1.2312, 1.0117], [-0.2876, -1.5784, -2.1268], [0.8094, -0.2832, -2.5097], [-1.8240, -1.6084, 1.8496], [-2.2333, -2.5314, 0.7161], [-1.5393, -1.9148, 0.9786]],
  "e_above_lowest_kj_mol": 212.7,
  "charge": 1,
  "homo_lumo_gap_ev": 8.82,
  "homo_energy_ha": -0.4431,
  "total_energy_ev": -9379.37947,
  "e_lumo_ev": -3.240
}

(2)
{
  "formula": "C3H11N2",
  "method": "ωB97M-V/def2-TZVPD",
  "elements": ["C", "C", "C", "N", "N", "H", "H", "H", "H", "H", "H", "H", "H", "H", "H", "H"],
  "coordinates": [[0.0519, -1.2224, -0.5872], [1.0158, -0.2902, 0.1248], [0.2410, 0.8610, 0.8440], [-0.2047, 1.8719, -0.2502], [-0.9129, -1.8413, 0.3743], [-0.6450, -0.7727, -1.3017], [0.6942, -1.9872, -1.0762], [1.8641, -0.5858, 0.7370], [1.3892, 0.2658, -0.7490], [0.9393, 1.4569, 1.4281], [-0.6254, 0.5371, 1.3856], [-0.2956, 2.8720, -0.0298], [0.2093, 1.5861, -1.1347], [-1.2357, 1.8350, -0.3471], [-0.6033, -2.7983, 0.4691], [-1.8823, -1.7879, 0.1130]],
  "e_above_lowest_kj_mol": 159.5,
  "charge": 1,
  "homo_lumo_gap_ev": 9.45,
  "homo_energy_ha": -0.4865,
  "smiles": "NCCC[NH3+]",
  "total_energy_ev": -6261.92839,
  "e_lumo_ev": -3.785
}

(3)
{
  "formula": "C20H54I2N4O20P5",
  "method": "ωB97M-V/def2-TZVPD",
  "elements": ["C", "C", "I", "C", "I", "N", "C", "N", "C", "N", "N", "H", "H", "H", "H", "H", "H", "H", "H", "H", "C", "O", "P", "O", "O", "C", "O", "C", "H", "H", "H", "H", "H", "H", "H", "H", "H", "C", "O", "P", "O", "O", "C", "O", "C", "H", "H", "H", "H", "H", "H", "H", "H", "H", "C", "O", "P", "O", "O", "C", "O", "C", "H", "H", "H", "H", "H", "H", "H", "H", "H", "C", "O", "P", "O", "O", "C", "O", "C", "H", "H", "H", "H", "H", "H", "H", "H", "H", "C", "O", "P", "O", "O", "C", "O", "C", "H", "H", "H", "H", "H", "H", "H", "H", "H"],
  "coordinates": [[-0.5882, -0.0614, -0.2180], [-1.2301, 1.1267, -0.9659], [0.1974, 1.9598, -2.3177], [-1.8717, 2.1271, 0.0436], [-1.3437, 4.1782, -0.3931], [-3.3355, 2.1499, 0.0133], [-4.1212, 1.0837, 0.0353], [-3.7201, -0.1811, 0.1285], [-4.8019, -0.9424, 0.0882], [-5.8865, -0.1634, -0.0117], [-5.4852, 1.1171, -0.0363], [0.2406, -0.4334, -0.7977], [-0.2620, 0.2518, 0.7646], [-1.3213, -0.8461, -0.1014], [-2.0167, 0.7191, -1.5824], [-1.4995, 1.9696, 1.0423], [-3.7777, 3.0512, -0.0228], [-4.8175, -2.0162, 0.1090], [-6.8365, -0.4939, -0.0737], [-6.0837, 1.9229, -0.0913], [4.6205, 1.5706, 0.0436], [4.4587, 1.8520, 1.4486], [3.1221, 1.3978, 2.1775], [2.0673, 0.9325, 1.2716], [2.7620, 2.6396, 3.0724], [2.3807, 3.8484, 2.4027], [3.5784, 0.3697, 3.2800], [3.7483, -1.0009, 2.8956], [3.9766, 2.2211, -0.5452], [5.6566, 1.7711, -0.2132], [4.3910, 0.5295, -0.1763], [1.6899, 3.6390, 1.5841], [3.2659, 4.3563, 2.0205], [1.8887, 4.4828, 3.1341], [4.6004, -1.1047, 2.2228], [2.8462, -1.3787, 2.4160], [3.9379, -1.5681, 3.8016], [-3.0367, -7.9468, -1.0008], [-3.3398, -6.6143, -1.4615], [-4.5665, -5.8366, -0.8184], [-5.4203, -6.6497, 0.0433], [-5.2657, -5.1550, -2.0549], [-5.9088, -6.0239, -3.0065], [-3.9137, -4.5524, -0.1420], [-3.3946, -4.7136, 1.1878], [-3.7819, -8.6496, -1.3668], [-2.0632, -8.2105, -1.4037], [-3.0016, -7.9874, 0.0858], [-6.4840, -6.7958, -2.4955], [-5.1600, -6.4769, -3.6541], [-6.5757, -5.4126, -3.6057], [-2.5185, -5.3621, 1.1781], [-4.1552, -5.1274, 1.8484], [-3.1012, -3.7299, 1.5461], [2.8308, 0.1006, 8.2530], [1.9845, 1.1695, 7.7988], [0.4447, 0.8700, 7.5174], [0.1002, -0.5528, 7.5353], [0.1571, 1.6449, 6.1776], [0.7984, 1.1515, 4.9933], [-0.3451, 1.7908, 8.5234], [-0.5701, 1.2947, 9.8484], [3.0297, -0.5951, 7.4395], [3.7653, 0.5481, 8.5803], [2.3764, -0.4345, 9.0845], [0.7318, 0.0626, 4.9474], [1.8374, 1.4598, 4.9820], [0.2861, 1.5741, 4.1333], [0.3706, 1.2317, 10.3974], [-1.0477, 0.3165, 9.8154], [-1.2276, 1.9990, 10.3487], [-1.8082, -2.9234, -5.0148], [-2.7032, -1.8547, -5.3769], [-4.2557, -2.1716, -5.5351], [-4.5840, -3.5964, -5.4947], [-4.6823, -1.3724, -6.8157], [-4.1608, -1.8173, -8.0780], [-4.9628, -1.2799, -4.4315], [-5.0360, -1.8272, -3.1223], [-1.6700, -3.6004, -5.8552], [-0.8549, -2.4695, -4.7576], [-2.1869, -3.4806, -4.1593], [-4.2157, -2.9027, -8.1596], [-3.1290, -1.4847, -8.1898], [-4.7706, -1.3694, -8.8557], [-4.0400, -1.8865, -2.6727], [-5.4899, -2.8178, -3.1398], [-5.6617, -1.1687, -2.5228], [8.9866, 5.9272, -3.4467], [8.1504, 4.8973, -2.8880], [6.5801, 5.1456, -2.7949], [6.1703, 6.5186, -3.0860], [6.2010, 4.5827, -1.3721], [6.7004, 5.2919, -0.2309], [5.9327, 4.0197, -3.6911], [5.8123, 4.2756, -5.0956], [9.0750, 6.7601, -2.7520], [9.9672, 5.4893, -3.6114], [8.5876, 6.2856, -4.3934], [6.5864, 6.3683, -0.3619], [7.7500, 5.0452, -0.0705], [6.1206, 4.9725, 0.6305], [6.7971, 4.3058, -5.5640], [5.2887, 5.2145, -5.2704], [5.2395, 3.4589, -5.5245]],
  "e_above_lowest_kj_mol": 0.0,
  "charge": 1,
  "homo_lumo_gap_ev": 7.92,
  "homo_energy_ha": -0.4037,
  "total_energy_ev": -131176.76745,
  "e_lumo_ev": -3.070
}

(4)
{
  "formula": "C4H6O",
  "method": "ωB97M-V/def2-TZVPD",
  "elements": ["C", "C", "C", "O", "C", "H", "H", "H", "H", "H", "H"],
  "coordinates": [[0.4423, 1.2134, 0.6313], [0.4615, -0.2171, 0.1874], [-0.6933, -1.1961, 0.2186], [-0.6459, -1.2245, -1.2568], [0.4228, -0.3843, -1.1355], [1.2913, 1.7694, 0.2186], [-0.4663, 1.6819, 0.2085], [0.4170, 1.3001, 1.7078], [-1.6310, -0.8224, 0.6359], [-0.5275, -2.2252, 0.5424], [0.9291, 0.1049, -1.9582]],
  "e_above_lowest_kj_mol": 210.5,
  "homo_lumo_gap_ev": 9.42,
  "homo_energy_ha": -0.3091,
  "total_energy_ev": -6289.73594,
  "e_lumo_ev": 1.007
}